(1)
{"formula": "C17H42F9N12O26S3", "method": "wB97M-V/def2-TZVPD", "symbols": ["O", "S", "O", "N", "S", "O", "O", "C", "C", "C", "C", "C", "F", "F", "C", "F", "F", "S", "F", "F", "F", "F", "F", "H", "H", "H", "H", "H", "H", "H", "H", "H", "C", "N", "O", "O", "H", "H", "H", "C", "N", "O", "O", "H", "H", "H", "C", "N", "O", "O", "H", "H", "H", "C", "N", "O", "O", "H", "H", "H", "C", "N", "O", "O", "H", "H", "H", "C", "N", "O", "O", "H", "H", "H", "C", "N", "O", "O", "H", "H", "H", "C", "N", "O", "O", "H", "H", "H", "C", "N", "O", "O", "H", "H", "H", "C", "N", "O", "O", "H", "H", "H", "C", "N", "O", "O", "H", "H", "H"], "xyz": [[-2.806, 4.035, -2.046], [-1.580, 3.705, -2.739], [-0.893, 4.945, -3.014], [-1.992, 2.878, -4.085], [-1.017, 1.618, -4.398], [0.121, 1.512, -3.499], [-0.534, 1.766, -5.741], [-1.910, 0.039, -4.382], [-3.346, 0.091, -3.866], [-3.476, 0.225, -2.348], [-2.920, -1.005, -1.584], [-1.737, -0.639, -0.678], [-0.744, -0.290, -1.475], [-2.151, 0.371, 0.048], [-1.431, -1.859, 0.207], [-2.341, -1.974, 1.123], [-1.468, -2.966, -0.469], [0.251, -1.817, 1.084], [0.257, -3.406, 1.244], [1.049, -2.002, -0.246], [0.342, -0.257, 1.040], [-0.442, -1.763, 2.531], [1.633, -1.811, 1.852], [-0.864, 2.943, -1.867], [-1.944, -0.263, -5.424], [-1.350, -0.736, -3.870], [-3.896, 0.871, -4.381], [-3.813, -0.860, -4.138], [-3.061, 1.180, -2.029], [-4.538, 0.282, -2.129], [-2.603, -1.774, -2.282], [-3.724, -1.413, -0.978], [-2.545, -6.624, -0.088], [-3.004, -6.478, -1.498], [-2.438, -7.139, -2.346], [-3.918, -5.704, -1.698], [-1.732, -7.340, -0.060], [-2.212, -5.646, 0.249], [-3.390, -6.972, 0.497], [4.795, -1.670, 1.254], [6.220, -1.267, 1.399], [6.662, -0.448, 0.619], [6.851, -1.793, 2.297], [4.363, -1.129, 0.420], [4.776, -2.740, 1.070], [4.287, -1.422, 2.181], [-0.558, -2.861, 5.316], [-1.494, -3.635, 6.179], [-1.666, -3.246, 7.319], [-2.025, -4.606, 5.681], [-0.165, -2.030, 5.893], [0.238, -3.535, 5.011], [-1.121, -2.510, 4.461], [-3.637, 3.039, 2.432], [-4.216, 2.106, 1.425], [-4.505, 0.982, 1.807], [-4.352, 2.512, 0.299], [-3.567, 2.524, 3.383], [-2.655, 3.333, 2.074], [-4.300, 3.897, 2.501], [0.047, 0.856, 4.646], [-0.903, 1.055, 5.776], [-0.660, 0.485, 6.822], [-1.858, 1.774, 5.568], [0.843, 0.197, 4.973], [-0.512, 0.413, 3.827], [0.440, 1.830, 4.372], [7.096, -1.986, -2.863], [6.154, -3.095, -2.543], [5.888, -3.885, -3.423], [5.716, -3.125, -1.408], [7.403, -2.083, -3.898], [6.569, -1.052, -2.698], [7.947, -2.077, -2.194], [1.372, 3.000, -8.104], [2.245, 2.924, -9.310], [2.814, 3.940, -9.668], [2.334, 1.844, -9.863], [1.391, 4.014, -7.724], [0.368, 2.720, -8.405], [1.762, 2.303, -7.368], [-1.688, 7.148, -5.953], [-1.914, 5.704, -6.204], [-3.065, 5.315, -6.252], [-0.923, 5.020, -6.331], [-2.644, 7.647, -5.852], [-1.115, 7.221, -5.035], [-1.131, 7.546, -6.797], [6.182, -4.731, 5.050], [4.928, -4.187, 4.461], [4.611, -3.054, 4.762], [4.309, -4.919, 3.715], [6.622, -3.973, 5.687], [5.916, -5.615, 5.622], [6.845, -4.982, 4.228], [1.398, 7.686, -2.973], [0.959, 9.071, -3.318], [0.156, 9.192, -4.221], [1.433, 9.982, -2.667], [0.894, 6.982, -3.627], [2.475, 7.643, -3.110], [1.128, 7.507, -1.937], [-3.269, -3.501, 10.042], [-3.494, -3.167, 11.477], [-2.564, -3.321, 12.245], [-4.598, -2.763, 11.780], [-2.250, -3.845, 9.919], [-3.976, -4.280, 9.773], [-3.443, -2.600, 9.463]], "forces_ev_per_angstrom": [[-0.494, -0.899, 0.675], [-2.679, 1.423, -0.474], [1.699, -0.205, -0.575], [1.448, -1.440, 1.639], [1.538, 1.473, -0.567], [-0.495, -0.309, 1.227], [-0.521, -0.413, -1.457], [-1.035, 0.184, -0.208], [0.298, -0.466, 0.288], [-0.089, -0.038, -0.306], [-0.221, 0.268, -0.204], [-2.503, -1.480, -2.218], [1.526, 0.345, 0.081], [0.469, 1.535, 1.736], [1.240, 1.107, 0.271], [-1.476, 0.310, 1.517], [0.474, -1.491, -1.600], [0.730, -1.463, 1.000], [-0.349, -0.349, -0.028], [-0.103, 0.541, -0.795], [-0.264, 0.590, -0.250], [-0.230, 0.613, 0.083], [0.570, 0.110, 0.241], [0.228, -0.127, -0.699], [0.135, 0.176, -0.198], [0.450, 0.307, 0.272], [-0.054, 0.254, 0.067], [-0.062, -0.039, -0.165], [0.123, -0.041, 0.175], [-0.117, 0.153, 0.147], [0.053, -0.142, -0.051], [0.031, -0.167, 0.197], [0.160, -0.090, 0.077], [0.039, -0.021, -0.039], [-0.122, 0.103, 0.068], [0.115, -0.098, -0.004], [-0.011, 0.001, -0.095], [-0.117, 0.026, 0.011], [-0.043, 0.125, -0.006], [-0.189, 0.073, -0.094], [-0.105, -0.023, -0.101], [0.066, -0.088, 0.128], [0.018, 0.036, -0.092], [0.099, 0.015, -0.032], [0.007, -0.008, 0.092], [0.095, -0.119, 0.072], [0.112, 0.156, 0.202], [0.052, 0.043, 0.033], [-0.047, -0.130, -0.119], [0.027, 0.097, 0.113], [-0.069, -0.052, 0.097], [-0.088, -0.041, -0.113], [-0.047, -0.156, -0.036], [0.033, -0.056, 0.178], [0.001, -0.316, 0.075], [0.023, 0.065, 0.043], [-0.060, 0.103, 0.003], [-0.024, -0.056, -0.051], [-0.074, 0.098, -0.108], [0.066, 0.055, -0.122], [0.136, -0.113, -0.042], [0.060, -0.032, 0.047], [-0.114, 0.075, -0.131], [0.089, -0.077, 0.067], [-0.034, 0.014, 0.071], [-0.031, 0.130, -0.042], [-0.112, 0.018, -0.063], [0.072, 0.043, -0.175], [0.039, 0.046, -0.096], [-0.004, 0.045, 0.194], [-0.004, -0.080, -0.070], [-0.065, -0.072, -0.001], [0.025, -0.020, 0.134], [-0.085, 0.062, 0.101], [-0.006, 0.174, 0.107], [-0.074, 0.085, 0.132], [-0.003, -0.183, -0.061], [0.062, 0.147, -0.022], [0.008, 0.006, -0.052], [0.022, -0.138, 0.086], [-0.142, -0.111, -0.043], [-0.096, 0.169, 0.140], [-0.205, -0.024, 0.151], [0.185, -0.039, -0.140], [-0.019, -0.052, -0.242], [-0.042, -0.106, 0.000], [0.062, 0.018, -0.053], [0.113, -0.053, 0.065], [0.129, 0.087, 0.115], [0.039, 0.048, -0.030], [-0.093, -0.094, -0.058], [0.042, 0.132, 0.083], [-0.063, 0.053, -0.041], [-0.015, -0.054, -0.108], [-0.067, -0.071, -0.021], [-0.088, -0.145, -0.161], [0.043, -0.244, 0.069], [0.094, 0.221, 0.089], [-0.099, -0.058, -0.144], [-0.066, 0.012, 0.063], [0.008, 0.081, 0.097], [0.044, 0.032, 0.008], [0.169, -0.057, -0.033], [0.044, -0.034, -0.029], [-0.170, 0.044, -0.027], [0.141, -0.044, 0.025], [0.007, 0.036, 0.060], [-0.083, 0.093, -0.014], [-0.089, -0.028, -0.002]], "lowdin_charge": [-0.41, 0.50, -0.39, -0.32, 0.49, -0.39, -0.35, -0.23, -0.23, -0.16, -0.05, -0.54, 0.15, 0.15, -0.51, 0.18, 0.16, 0.77, -0.15, -0.10, -0.11, -0.18, -0.14, 0.06, 0.09, 0.09, 0.11, 0.11, 0.09, 0.12, 0.12, 0.13, 0.05, -0.45, 0.07, 0.06, 0.09, 0.09, 0.10, 0.03, -0.44, 0.06, 0.05, 0.10, 0.09, 0.09, 0.05, -0.44, 0.06, 0.07, 0.08, 0.11, 0.08, 0.05, -0.45, 0.04, 0.09, 0.08, 0.10, 0.10, 0.05, -0.44, 0.06, 0.06, 0.09, 0.08, 0.10, 0.05, -0.44, 0.08, 0.05, 0.09, 0.10, 0.10, 0.04, -0.45, 0.04, 0.05, 0.09, 0.10, 0.10, 0.04, -0.45, 0.06, 0.05, 0.09, 0.07, 0.10, 0.05, -0.45, 0.06, 0.06, 0.09, 0.10, 0.10, 0.05, -0.44, 0.06, 0.05, 0.08, 0.10, 0.10, 0.03, -0.45, 0.06, 0.06, 0.08, 0.10, 0.10], "charge": -1, "orbital_gap_ev": 7.190}

(2)
{"formula": "C5H14N3O", "method": "wB97M-V/def2-TZVPD", "symbols": ["C", "C", "C", "C", "C", "N", "N", "N", "O", "H", "H", "H", "H", "H", "H", "H", "H", "H", "H", "H", "H", "H", "H"], "xyz": [[-1.069, 2.334, 1.881], [2.108, -0.092, 0.453], [-1.108, -0.031, -1.722], [-1.758, -1.681, -0.080], [-0.340, 0.069, 0.654], [0.004, 2.820, 1.669], [0.928, 0.766, 0.307], [-0.719, -0.805, -0.553], [-2.164, 1.974, 1.814], [2.460, -0.240, 1.448], [1.848, -1.037, -0.057], [2.883, 0.314, -0.175], [-0.404, -0.088, -2.584], [-2.195, -0.285, -2.060], [-1.190, 1.094, -1.505], [-2.430, -1.104, 0.481], [-2.225, -1.952, -0.986], [-1.498, -2.551, 0.432], [-0.177, -0.596, 1.452], [1.137, 1.680, 0.866], [0.545, 3.142, 2.519], [0.690, 1.163, -0.619], [0.157, -1.401, -0.726]], "forces_ev_per_angstrom": [[-3.786, -0.911, -0.940], [0.273, -0.686, -3.026], [-1.911, 2.290, -2.055], [-1.204, 0.055, -1.390], [-1.017, 1.655, -0.938], [4.129, 1.958, 2.118], [0.280, 0.806, 0.855], [4.028, 0.042, 1.791], [-0.124, 0.178, 0.977], [-0.288, 0.078, 0.750], [0.432, 0.038, 0.677], [0.716, 0.216, 0.077], [-0.513, -0.527, 0.698], [2.165, 0.167, 0.506], [0.202, -1.671, 0.254], [-0.946, 0.822, 0.892], [-1.054, -0.949, -0.713], [1.145, -1.102, 0.926], [0.486, -0.955, 0.968], [-1.532, -1.597, -0.635], [-0.858, -0.220, -1.395], [1.061, -0.387, 0.184], [-1.685, 0.700, -0.581]], "nbo_charge": [0.90, -0.41, -0.47, -0.40, -0.33, -0.86, -0.58, -0.39, -0.44, 0.24, 0.18, 0.22, 0.24, 0.26, 0.24, 0.24, 0.21, 0.24, 0.16, 0.48, 0.43, 0.43, 0.41], "relative_energy_kj_mol": 463.59, "charge": 1, "orbital_gap_ev": 8.603}

| no. | calculated total energy (Eh) | highest occupied orbital energy (eV) | molar mass (g/mol) |
| --- | --- | --- | --- |
| 1 | -5378.5600 | -6.130 | 1097.76 |
| 2 | -438.0373 | -11.582 | 132.19 |